36
Properties=species:S:1:pos:R:3:forces:R:3 method="wB97M-V/def2-TZVPD" orbital_gap_ev=8.37 relative_energy_ev=0.000 e_homo_ev=-8.28 energy_ev=-32245.9850
Pd -0.072612 0.043065 0.000260 0.2 0.6 -0.4
O 2.064286 1.773049 2.942429 0.0 0.0 0.0
C 1.301900 1.407124 2.072083 0.0 0.2 -0.3
O 1.607870 0.810909 0.958603 -0.2 -0.3 0.4
C -0.197330 1.701780 2.231741 0.2 -0.1 0.0
C -0.812956 2.439261 3.225045 0.0 0.0 0.0
C -2.201603 2.554012 3.196690 0.1 -0.1 -0.1
C -2.946573 1.923552 2.201618 0.0 0.0 0.0
C -2.270341 1.201274 1.237817 -0.1 -0.1 -0.1
N -0.945880 1.143851 1.291038 -0.1 0.0 0.0
C -2.863953 0.409413 0.064180 0.2 0.2 -0.2
O -4.065305 0.265684 -0.001293 -0.1 0.0 0.0
O -1.973884 -0.007443 -0.790624 -0.2 -0.3 0.5
H -0.197361 2.891927 3.989625 0.0 0.0 0.0
H -2.706873 3.129025 3.961497 0.0 0.0 0.0
H -4.025742 1.966213 2.155737 0.0 0.0 0.0
C 2.447255 -3.907514 -2.805723 0.0 0.0 0.0
N 2.435061 -2.492599 -2.442272 0.1 0.0 0.0
C 2.531110 -1.594184 -3.580318 -0.1 0.0 0.0
C 1.656008 -2.082847 -1.374505 -0.1 0.0 -0.1
N 0.862599 -1.077173 -1.431043 0.2 -0.1 0.0
N 1.874112 -2.851578 -0.250569 0.1 0.0 0.0
C 1.170254 -2.930644 0.958559 0.0 0.1 -0.1
N 1.741323 -3.860701 1.796286 0.2 0.0 0.1
N 0.168282 -2.198285 1.201284 -0.1 -0.2 0.1
H 3.215574 -4.058980 -3.560898 0.0 0.0 0.0
H 1.484439 -4.230161 -3.216085 0.0 0.0 0.0
H 2.689687 -4.545755 -1.960568 0.0 0.0 0.0
H 3.378973 -1.900701 -4.189059 0.0 0.0 0.0
H 2.710145 -0.576823 -3.237459 0.0 0.0 0.0
H 1.633481 -1.611035 -4.211658 0.0 0.0 0.0
H 0.758832 -0.724834 -2.372201 -0.1 0.0 0.0
H 2.778053 -3.292725 -0.249855 0.0 0.0 0.0
H 2.310669 -4.598151 1.421000 -0.1 0.0 0.0
H 1.255510 -4.073070 2.648737 0.0 0.0 0.0
H -0.247194 -2.386972 2.106901 0.0 -0.1 0.0

***

29
Properties=species:S:1:pos:R:3:forces:R:3 method="wB97M-V/def2-TZVPD" orbital_gap_ev="6.82 / 6.82" relative_energy_ev=1.842 e_homo_ev="-8.30 / -8.30" energy_ev=-28607.7026
C 0.453208 -0.155719 -1.883734 -0.1 -1.3 -1.3
C -0.846392 0.194823 -2.468576 0.7 -2.8 0.0
C 0.194425 -2.087594 1.043115 -3.3 -0.1 0.0
C 0.442561 0.346965 1.951572 -0.1 -1.1 -1.1
C 0.585713 2.091973 -0.838488 -1.0 1.5 -1.0
C -0.498091 2.547440 -1.887573 0.7 -0.9 1.2
C 1.074628 0.690462 -1.082612 0.6 1.9 -0.9
C -1.373399 1.368369 -2.267438 0.8 2.4 0.3
C -0.213093 -0.647048 1.039710 -2.8 1.4 0.5
C -0.882779 -3.087997 1.465883 -1.0 0.9 -0.4
C 1.697395 -0.155252 2.548413 0.0 -2.2 -0.4
O 1.274306 -2.491844 0.792112 2.3 -0.4 -0.8
O -0.110317 1.405229 2.119681 0.5 0.9 0.8
O -2.608471 -0.902702 -0.086668 -0.7 -0.9 -0.5
S -1.778642 0.004945 0.674192 2.7 -0.8 0.7
H 0.913091 -1.143376 -2.134049 -0.4 1.0 0.2
H -1.353067 -0.579497 -3.065641 0.0 0.3 0.7
H 1.371597 2.860922 -1.026703 0.0 -0.9 0.8
H 0.181350 2.230213 0.175043 0.2 0.0 -0.2
H -0.994838 3.459515 -1.517436 -0.1 -0.6 -0.2
H 0.050438 2.807809 -2.798140 -0.2 0.2 -0.1
H 2.121173 0.635827 -0.973153 1.1 -1.0 1.0
H -2.336848 1.580455 -2.580767 -1.8 0.3 -0.8
H -0.893105 -3.176924 2.560396 0.3 -0.3 -0.3
H -0.711457 -3.985613 0.904763 0.5 -0.8 0.3
H -1.908988 -2.811427 1.166252 0.5 0.4 0.2
H 1.654633 -0.231255 3.594617 -0.5 0.0 1.7
H 2.547364 0.415841 2.396554 1.5 1.6 -0.7
H 1.947607 -1.184540 2.178674 -0.2 1.3 0.4

***

26
Properties=species:S:1:pos:R:3:forces:R:3 method="wB97M-V/def2-TZVPD" orbital_gap_ev="4.51 / 3.29" relative_energy_ev=8.035 e_homo_ev="-5.87 / -5.21" energy_ev=-19504.0037
C 2.041690 2.685990 0.995004 1.5 -0.6 2.3
C 1.671259 1.682372 1.891632 -0.3 0.4 0.5
C 1.676364 2.559294 -0.298790 -0.5 2.2 -2.1
C 0.775118 0.685314 1.511375 0.4 0.8 -0.4
C 0.751861 1.669655 -0.730831 -0.8 -3.7 0.8
C 0.277964 0.656003 0.207428 -1.1 -0.2 -1.4
C -2.942202 0.543225 1.509350 2.5 -0.4 -1.2
C -1.903205 -2.467600 -2.339251 -0.4 -0.5 -0.9
C -2.718146 -0.424709 0.612395 -1.9 -0.5 -0.4
C -1.066091 -1.564120 -1.910587 2.3 1.7 2.2
C 2.107010 -2.133521 -0.523979 0.1 -2.8 -3.1
Si -1.140142 -0.666255 -0.292452 1.7 1.0 0.4
H 2.786559 3.435756 1.290750 -0.5 -0.2 -0.1
H 1.987924 1.646740 2.947900 0.1 0.3 -0.7
H 1.963286 3.329264 -1.023479 0.3 -0.3 0.2
H 0.583173 -0.023165 2.291319 -0.6 -0.6 -0.1
H 0.603651 1.477888 -1.796485 -0.4 0.5 0.3
H -3.778451 0.743838 2.064724 -2.4 0.0 0.9
H -2.154425 1.222653 1.727295 0.8 0.5 0.2
H -1.708875 -2.919596 -3.296643 -0.2 -0.6 0.0
H -2.744912 -2.722699 -1.738101 -0.9 -0.2 -0.1
H -3.635585 -1.026598 0.344021 1.2 0.3 0.3
H -0.010095 -1.459806 -2.223753 -0.6 0.0 -0.8
H 2.460904 -1.420922 0.121013 1.4 1.8 1.1
H 1.362679 -2.733095 -0.065344 -0.9 -0.6 0.3
H 2.752685 -2.775907 -1.274511 -1.1 1.8 1.7